(1)
A 3-piece molecular cluster, C15H16F16NO2 overall, computed with ωB97M-V with the def2-TZVPD basis set.

The calculation puts the energy relative to the best compared isomer or geometry (same formula, charge and spin) at 0.452 eV. The HOMO-LUMO gap is 4.00 eV. The lowest unoccupied orbital energy comes out at 2.2 eV. For the highest occupied orbital energy, the calculation gives -1.766 eV. The total charge is -1.

Cartesian coordinates (Å):
F  0.633  3.221  5.069
F  3.190  0.555  1.549
F  0.359  -2.129  2.186
F  -1.754  2.299  5.838
F  -3.523  4.164  3.427
F  2.032  3.058  3.428
F  -3.890  2.382  5.449
F  1.777  -3.549  0.015
F  0.427  -4.309  2.226
F  -0.537  0.732  4.001
F  0.640  0.142  0.791
F  1.879  0.953  -0.800
F  -2.628  2.215  3.081
F  1.490  0.667  4.806
F  2.875  -1.592  1.417
F  -0.177  -4.319  -0.513
O  0.132  -2.154  -0.617
O  -0.091  3.294  2.942
N  0.907  -1.259  -5.291
C  1.639  -0.169  -0.079
C  0.459  -1.451  -6.663
C  -1.919  -0.772  -3.445
C  0.721  1.177  3.811
C  -0.047  -3.238  1.539
C  0.347  -0.044  -4.617
C  0.795  2.706  3.828
C  -2.723  3.057  5.295
C  2.933  -0.465  0.681
C  -1.197  4.060  3.398
C  0.454  -3.284  0.090
C  1.132  -1.233  -1.069
C  -2.499  3.342  3.806
C  -0.664  -2.515  -6.830
C  -0.912  -0.374  -4.017
H  1.316  -1.819  -7.251
H  -1.236  -2.510  -5.903
H  -1.314  -2.293  -7.677
H  0.150  -0.527  -7.144
H  -2.875  -1.150  -3.217
H  0.623  -0.671  -1.860
H  1.950  -1.743  -1.575
H  -0.892  4.791  4.149
H  -0.258  -3.522  -6.942
H  1.076  0.790  2.858
H  -1.138  -3.261  1.558
H  -1.470  4.647  2.522
H  -2.794  3.992  5.858
H  0.130  0.732  -5.348
H  3.774  -0.541  -0.012
H  0.701  -2.085  -4.749

(2)
A 16-piece molecular cluster, C99H178N16O7 overall, computed with ωB97M-V with the def2-TZVPD basis set.

The HOMO-LUMO gap is 8.34 eV. The lowest unoccupied orbital energy comes out at 0.4 eV. For the highest occupied orbital energy, the calculation gives -7.931 eV.

Cartesian coordinates (Å):
O  2.310  -2.605  5.164
O  2.114  4.727  2.841
O  4.399  0.744  -3.681
O  3.066  9.188  -2.025
O  -4.138  2.038  -3.554
O  1.359  -5.256  -3.406
O  -6.024  0.445  -1.970
N  0.383  -4.744  -4.328
N  2.328  4.543  4.237
N  0.178  2.209  2.604
N  1.858  -5.698  -0.341
N  0.405  -0.968  1.043
N  -2.788  -6.276  1.557
N  4.494  1.547  -2.492
N  -3.497  1.301  -4.585
N  -3.981  -5.821  -2.493
N  -4.334  -2.313  5.901
N  3.379  -5.311  4.504
N  1.590  -2.246  6.391
N  5.163  -2.948  3.565
N  -7.028  0.864  -1.006
N  -5.559  -1.364  -5.358
N  3.452  7.859  -2.211
C  3.757  4.258  4.446
C  0.465  -1.325  5.863
C  2.832  -7.503  -1.281
C  2.146  -3.044  -4.922
C  0.335  -5.746  -5.390
C  -3.490  2.173  -5.726
C  -7.340  2.039  1.145
C  3.949  4.178  5.977
C  1.555  -1.349  1.629
C  -3.992  -4.188  -1.056
C  1.887  5.389  6.524
C  5.065  1.527  0.426
C  -0.327  -3.883  -6.884
C  3.385  7.454  -3.709
C  1.475  -7.762  -1.070
C  0.709  -3.359  -4.539
C  0.339  -2.682  -3.278
C  -3.083  3.667  -5.461
C  3.501  0.992  -1.482
C  0.291  -3.067  8.267
C  -1.348  2.018  -3.286
C  0.400  2.615  1.336
C  -8.840  0.973  -2.643
C  2.456  -4.146  7.553
C  6.365  2.962  -2.988
C  -3.574  -7.288  2.091
C  -1.014  1.506  2.638
C  -6.845  -1.288  -5.811
C  -0.257  -2.919  -5.721
C  4.083  2.817  3.888
C  -1.358  0.226  -5.102
C  -2.170  0.918  -4.000
C  3.017  5.125  -3.004
C  1.458  -2.700  1.831
C  3.594  -0.554  -1.279
C  -4.873  2.246  -6.243
C  0.420  -4.471  6.173
C  0.866  -6.687  -0.429
C  -0.121  -7.073  -4.835
C  5.008  -6.499  3.612
C  -0.668  -5.359  -6.455
C  -7.277  2.928  -2.503
C  -8.323  3.053  0.519
C  3.195  5.552  -1.574
C  -0.295  -0.957  7.128
C  -8.007  1.806  -1.693
C  1.732  -5.960  -6.053
C  -1.533  1.569  1.291
C  6.037  2.216  -0.555
C  -0.543  2.193  0.522
C  -2.091  -5.782  2.584
C  3.009  -6.208  -0.825
C  -5.221  2.465  -0.174
C  2.845  -5.879  3.365
C  0.065  5.214  4.869
C  5.951  1.728  -2.034
C  -3.896  -0.469  4.803
C  1.255  -0.112  5.299
C  -2.625  1.455  -6.804
C  1.529  5.538  5.060
C  -5.406  -2.348  -4.372
C  3.306  7.289  0.148
C  -2.459  -0.130  -2.991
C  2.773  7.024  -1.229
C  -1.178  1.104  -6.368
C  3.829  6.011  -3.890
C  1.756  6.958  4.629
C  6.851  0.574  -2.313
C  -0.379  -1.883  4.701
C  -6.295  1.440  0.162
C  -8.950  2.441  -0.668
C  -3.673  -1.546  3.954
C  1.175  -3.481  7.112
C  -2.875  -5.095  -2.676
C  -6.691  -2.891  -4.253
C  4.641  -5.645  4.643
C  3.607  1.675  -0.081
C  -0.343  -2.080  0.744
C  4.379  8.440  -4.298
C  5.138  -0.702  3.355
C  -7.567  -2.204  -5.117
C  5.447  -2.385  4.842
C  2.161  1.332  -2.141
C  3.859  -6.651  2.797
C  2.001  7.662  -4.253
C  4.661  5.316  3.789
C  -4.405  -0.955  5.969
C  5.440  -1.021  4.705
C  -0.817  -2.189  7.803
C  -4.009  -2.679  4.644
C  -4.764  -5.269  -1.501
C  -5.566  0.271  0.812
C  -3.241  -7.528  3.388
C  -2.382  -6.505  3.739
C  5.037  -1.927  2.652
C  1.208  7.267  -1.083
C  0.295  -3.181  1.260
C  3.415  5.439  6.688
C  -2.824  -4.099  -1.756
H  -9.805  1.458  -2.915
H  3.542  -1.132  -2.234
H  -3.321  -1.471  2.942
H  2.361  -6.301  -5.223
H  -0.400  -7.714  -5.667
H  -1.080  -0.171  7.012
H  1.332  6.206  7.060
H  0.606  -3.864  -7.421
H  -1.355  -2.745  7.033
H  -0.684  -6.042  -7.329
H  -5.510  2.527  -5.424
H  2.099  2.338  -2.412
H  0.221  -1.941  -6.067
H  2.754  -0.988  -0.713
H  0.591  -1.606  -3.210
H  -0.700  -2.754  -3.015
H  -2.636  2.089  -7.723
H  1.303  1.078  -1.472
H  4.304  5.400  -1.415
H  -7.595  3.954  -2.452
H  -1.171  -2.509  5.120
H  0.938  -2.468  8.886
H  -1.235  -2.726  -5.322
H  4.177  8.609  -5.390
H  -1.525  -2.012  8.599
H  -1.498  -0.551  -2.665
H  5.562  -0.286  5.544
H  -5.537  3.449  -0.393
H  2.923  -3.544  -4.337
H  -7.099  -0.646  -6.660
H  -2.930  -1.007  -3.458
H  -9.048  0.069  -2.106
H  -1.340  1.048  3.523
H  0.770  7.074  -2.058
H  -1.940  2.639  -2.600
H  3.932  -5.659  -0.673
H  3.000  -3.379  8.077
H  0.538  -7.673  -4.230
H  2.338  -1.938  -4.799
H  3.852  6.327  6.300
H  3.315  2.121  4.170
H  5.821  3.297  -0.590
H  1.781  -4.826  0.232
H  5.276  -5.376  5.525
H  0.235  -2.548  4.023
H  5.664  -3.046  5.635
H  -1.037  -6.944  -4.286
H  1.353  6.828  -3.974
H  -4.980  0.598  1.677
H  2.125  0.306  5.871
H  5.312  0.452  0.530
H  5.092  2.469  4.051
H  1.712  7.094  3.584
H  2.403  -0.685  1.793
H  2.282  -3.186  -5.991
H  -5.238  1.228  -6.395
H  2.025  7.663  -5.382
H  5.605  3.702  -2.977
H  3.439  2.710  -0.276
H  4.416  9.431  -3.811
H  5.050  4.126  6.168
H  2.133  9.268  -2.145
H  3.540  3.227  6.399
H  -6.318  -0.343  -2.462
H  5.407  8.021  -4.231
H  -3.147  0.536  -7.017
H  4.862  5.821  -3.518
H  1.581  -0.310  4.292
H  0.957  -8.701  -1.232
H  5.145  2.078  1.405
H  2.736  7.393  5.048
H  7.092  2.145  -0.285
H  -0.725  0.511  -7.177
H  -6.790  2.620  1.911
H  -4.780  -0.057  0.086
H  -7.163  2.570  -3.582
H  -3.545  4.405  -6.119
H  -0.603  2.272  -0.525
H  4.453  -0.854  -0.680
H  0.799  -4.578  5.163
H  2.740  6.858  0.927
H  -7.615  3.820  0.083
H  6.732  2.823  -4.026
H  0.941  -3.075  -2.450
H  1.498  8.565  -3.917
H  0.814  6.544  -0.392
H  2.179  5.686  2.732
H  2.718  4.874  -0.881
H  -5.015  1.608  -3.547
H  -7.841  1.190  1.612
H  -0.136  5.015  3.817
H  -1.254  -5.105  2.477
H  -8.993  3.543  1.218
H  -4.796  -0.722  -5.657
H  -5.779  -5.599  -1.240
H  0.351  -5.530  6.603
H  -6.273  2.934  -2.156
H  0.919  7.594  5.052
H  1.329  3.136  1.186
H  -2.789  -5.950  0.573
H  2.957  -1.924  5.224
H  -7.046  -3.631  -3.525
H  -8.269  0.651  -3.517
H  -4.516  2.541  0.653
H  -9.587  3.196  -1.130
H  4.600  6.326  4.165
H  2.312  -4.989  8.236
H  4.121  2.966  2.812
H  -0.183  -6.344  -0.145
H  6.581  -0.214  -1.625
H  2.141  -3.320  2.438
H  0.740  2.560  3.330
H  -0.273  4.390  5.456
H  0.422  -0.442  7.800
H  1.568  4.458  6.884
H  -3.774  -8.214  3.998
H  -9.586  1.678  -0.237
H  -3.659  0.591  4.684
H  1.718  -6.728  -6.859
H  1.794  -5.747  3.194
H  -1.893  -0.697  -5.256
H  -1.983  3.801  -5.460
H  -4.499  -0.458  6.945
H  3.600  5.395  7.771
H  0.627  0.763  5.288
H  -8.609  -2.542  -5.166
H  -1.853  -6.365  4.643
H  -0.838  2.787  -3.967
H  -0.135  -4.154  1.232
H  3.791  5.810  -4.987
H  -3.135  0.227  -2.118
H  5.235  0.236  2.902
H  -2.008  -5.419  -3.236
H  -0.447  -0.027  -4.563
H  3.056  -4.484  4.898
H  -0.469  6.075  5.238
H  6.036  -6.845  3.474
H  3.593  -8.174  -1.669
H  -1.293  -1.993  0.355
H  4.806  -2.161  1.655
H  -0.584  -4.152  5.980
H  -4.428  -2.628  -4.002
H  1.911  5.166  -3.237
H  2.187  -5.063  -6.449
H  -4.189  -7.890  1.451
H  -1.046  -3.615  -7.657
H  6.865  0.194  -3.311
H  -4.738  -2.863  6.630
H  2.001  0.663  -3.024
H  7.175  3.499  -2.482
H  -3.483  3.913  -4.517
H  -2.028  -3.380  -1.653
H  0.992  8.184  -0.649
H  -2.394  1.086  0.977
H  3.340  4.095  -3.098
H  -0.826  -1.065  4.102
H  -0.524  1.966  -6.198
H  0.145  0.009  0.918
H  5.674  5.012  3.835
H  2.853  1.360  0.627
H  3.154  -4.466  6.750
H  -4.561  2.164  -1.074
H  -4.959  2.939  -7.098
H  3.206  8.309  0.409
H  -0.489  1.536  -2.861
H  -4.334  -3.497  -0.301
H  -1.716  -5.413  -6.025
H  4.444  5.344  2.751
H  -0.123  -3.972  8.695
H  3.820  1.331  -4.197
H  7.835  0.925  -2.114
H  0.878  -5.434  -2.591
H  -4.279  -6.589  -3.018
H  4.973  -3.873  3.214
H  4.360  7.053  0.312
H  3.716  -7.359  2.001
H  -4.061  -3.715  4.284
H  -6.318  -0.442  1.240

(3)
A 2-piece molecular cluster, C5H6NOS2 overall, computed with ωB97M-V with the def2-TZVPD basis set.

The HOMO-LUMO gap (spin up / spin down) is 5.61 / 6.11 eV. The multiplicity is 3. The lowest unoccupied orbital energy (spin up / spin down) comes out at -4.6 / -6.0 eV. For the highest occupied orbital energy (spin up / spin down), the calculation gives -10.163 / -12.061 eV. The total charge is +1.

Cartesian coordinates (Å):
S  3.241  -0.458  0.646
S  2.418  1.318  -0.087
O  -0.350  0.180  -1.144
N  -0.841  2.066  0.888
C  1.689  -0.219  -0.158
C  0.221  -3.268  -0.090
C  -1.587  1.225  0.185
C  0.535  -0.730  -0.541
C  0.339  -2.065  -0.384
H  -2.291  1.609  -0.448
H  0.397  -4.277  -0.057
H  -0.935  -0.358  -1.713
H  -1.913  0.382  0.716
H  -0.449  1.668  1.638
H  -0.475  2.928  0.549

| no. | maximum force (hartree/bohr) |
| --- | --- |
| 1 | 0.0342 |
| 2 | 0.0833 |
| 3 | 0.1247 |